{
  "formula": "C87H130F14N18O28PS14",
  "method": "ωB97M-V/def2-TZVPD",
  "symbols": ["C", "C", "C", "C", "N", "C", "C", "C", "C", "C", "C", "C", "H", "H", "H", "H", "H", "H", "H", "H", "H", "H", "H", "H", "H", "H", "H", "H", "H", "H", "H", "H", "H", "H", "H", "H", "C", "C", "C", "C", "P", "C", "C", "C", "C", "C", "C", "C", "C", "C", "C", "C", "C", "H", "H", "H", "H", "H", "H", "H", "H", "H", "H", "H", "H", "H", "H", "H", "H", "H", "H", "H", "H", "H", "H", "H", "H", "H", "H", "H", "H", "H", "H", "H", "H", "H", "H", "H", "H", "C", "N", "C", "C", "C", "C", "C", "C", "C", "C", "N", "C", "C", "C", "H", "H", "H", "H", "H", "H", "H", "H", "H", "H", "H", "H", "H", "H", "C", "N", "C", "C", "C", "C", "C", "C", "C", "C", "N", "C", "C", "C", "H", "H", "H", "H", "H", "H", "H", "H", "H", "H", "H", "H", "H", "H", "C", "N", "C", "C", "C", "C", "C", "C", "C", "C", "N", "C", "C", "C", "H", "H", "H", "H", "H", "H", "H", "H", "H", "H", "H", "H", "H", "H", "C", "N", "C", "C", "C", "C", "C", "C", "C", "C", "N", "C", "C", "C", "H", "H", "H", "H", "H", "H", "H", "H", "H", "H", "H", "H", "H", "H", "C", "N", "C", "C", "C", "C", "C", "C", "C", "C", "N", "C", "C", "C", "H", "H", "H", "H", "H", "H", "H", "H", "H", "H", "H", "H", "H", "H", "N", "S", "O", "O", "F", "S", "O", "O", "F", "N", "S", "O", "O", "F", "S", "O", "O", "F", "N", "S", "O", "O", "F", "S", "O", "O", "F", "N", "S", "O", "O", "F", "S", "O", "O", "F", "N", "S", "O", "O", "F", "S", "O", "O", "F", "N", "S", "O", "O", "F", "S", "O", "O", "F", "N", "S", "O", "O", "F", "S", "O", "O", "F"],
  "positions_angstrom": [[-27.3861, -10.8014, 21.2815], [-27.7047, -9.2812, 21.0548], [-29.1567, -9.0031, 21.3896], [-29.3753, -7.4948, 21.5909], [-30.8303, -7.1475, 21.6371], [-31.4899, -7.3738, 20.2976], [-32.0892, -6.0042, 19.8852], [-32.3390, -5.3437, 21.2107], [-31.0537, -5.7145, 21.9666], [-31.5666, -7.9683, 22.7102], [-30.9480, -7.9664, 24.0229], [-31.6860, -8.9082, 25.0220], [-27.6211, -11.1129, 22.2534], [-26.3574, -11.0755, 21.0570], [-28.1535, -11.2724, 20.6089], [-27.6241, -9.0626, 19.9667], [-27.0392, -8.6001, 21.6792], [-29.5067, -9.5312, 22.2840], [-29.7824, -9.3503, 20.5776], [-28.9602, -6.8313, 20.8020], [-28.9748, -7.0605, 22.5079], [-32.2531, -8.1618, 20.4153], [-30.7523, -7.7321, 19.5456], [-32.9113, -6.1423, 19.2540], [-31.2804, -5.4231, 19.3946], [-33.2235, -5.7324, 21.6872], [-32.3872, -4.2579, 21.0978], [-31.1873, -5.5958, 23.0661], [-30.2181, -5.0779, 21.6237], [-31.6708, -8.9687, 22.3084], [-32.6275, -7.7138, 22.6146], [-30.8684, -7.0328, 24.5507], [-29.9670, -8.4819, 23.7889], [-31.9217, -9.8621, 24.5745], [-32.6043, -8.4161, 25.2619], [-31.0929, -9.0269, 25.8587], [-40.3379, -9.0696, 11.6081], [-41.3093, -8.2347, 12.4101], [-40.9340, -6.6893, 12.0405], [-41.5778, -5.5662, 12.8516], [-41.5497, -5.5290, 14.7205], [-42.5906, -6.7588, 15.5319], [-44.0344, -6.7410, 15.0409], [-45.0230, -7.6830, 15.8242], [-46.2918, -7.8392, 14.9780], [-39.7617, -5.6197, 15.2416], [-39.4116, -5.3506, 16.7366], [-37.8895, -5.1328, 16.8683], [-37.0367, -6.1320, 16.1601], [-42.2159, -3.9488, 15.3546], [-41.3263, -2.7474, 15.0036], [-41.6659, -1.9679, 13.7517], [-40.7545, -0.7564, 13.6991], [-39.3233, -8.8370, 11.8096], [-40.4046, -8.8351, 10.5554], [-40.4173, -10.1683, 11.6611], [-41.0961, -8.4861, 13.4398], [-42.3298, -8.5999, 12.2356], [-41.3939, -6.5494, 11.0459], [-39.8448, -6.5589, 12.0562], [-42.6506, -5.6720, 12.6755], [-41.3554, -4.5575, 12.5013], [-42.6157, -6.4938, 16.5778], [-42.1392, -7.7703, 15.5149], [-44.0703, -7.1007, 14.0062], [-44.4837, -5.7596, 15.0848], [-45.2281, -7.3308, 16.8474], [-44.6054, -8.6626, 16.0659], [-46.7581, -6.8942, 14.8188], [-47.0627, -8.3817, 15.4704], [-45.9715, -8.3548, 14.0948], [-39.1901, -4.8565, 14.6836], [-39.3412, -6.5574, 14.9045], [-39.6043, -6.2455, 17.2857], [-39.9152, -4.4958, 17.1562], [-37.8287, -5.3228, 17.9481], [-37.5543, -4.0875, 16.7200], [-37.3327, -7.1819, 16.4871], [-35.9935, -6.0023, 16.4570], [-37.0947, -6.1158, 15.0686], [-42.2765, -4.0245, 16.4628], [-43.2366, -3.7754, 14.9691], [-40.2538, -3.0337, 14.9974], [-41.4334, -2.0996, 15.8722], [-42.6888, -1.6045, 13.8389], [-41.5992, -2.5338, 12.8508], [-41.1214, 0.0353, 14.3860], [-40.6897, -0.4102, 12.7076], [-39.7358, -0.9635, 14.0014], [-38.1590, -2.6077, 7.2273], [-37.4163, -3.8901, 7.5322], [-36.5501, -3.9142, 8.5503], [-35.7677, -5.0133, 8.8169], [-35.9218, -6.1785, 8.0415], [-36.7979, -6.0835, 6.9245], [-37.4848, -4.9305, 6.7251], [-35.1079, -7.3312, 8.1968], [-35.4491, -8.6475, 7.7844], [-34.5323, -9.6786, 7.9091], [-33.3112, -9.4999, 8.5138], [-33.0294, -8.2490, 9.0403], [-33.8511, -7.1721, 8.8756], [-32.3492, -10.6026, 8.6312], [-39.2027, -2.5471, 7.5967], [-38.1530, -2.4419, 6.1542], [-37.6492, -1.7791, 7.6840], [-36.4660, -3.0466, 9.2477], [-35.0079, -4.9198, 9.5897], [-37.0073, -6.8586, 6.2186], [-38.1513, -4.7490, 5.8473], [-36.3767, -8.9933, 7.3980], [-34.7761, -10.6949, 7.7196], [-32.1343, -8.0691, 9.6314], [-33.5217, -6.2509, 9.2734], [-31.3704, -10.2438, 8.5632], [-32.5978, -11.3330, 7.8865], [-32.4123, -10.9945, 9.6364], [-26.0004, 0.2771, 21.0396], [-26.6211, 0.5747, 19.8070], [-26.4517, -0.1215, 18.6509], [-27.2150, 0.0473, 17.5520], [-28.2608, 0.9983, 17.5997], [-28.3476, 1.7914, 18.7365], [-27.5369, 1.5067, 19.8033], [-29.0514, 1.2459, 16.3947], [-28.4831, 1.0171, 15.1186], [-29.2657, 1.3643, 14.0178], [-30.4662, 1.9787, 14.0362], [-31.0218, 2.0962, 15.2681], [-30.3835, 1.6899, 16.4199], [-31.2809, 2.2847, 12.8585], [-26.7334, -0.1559, 21.7303], [-25.5773, 1.1036, 21.5232], [-25.2548, -0.5127, 20.9555], [-25.6105, -0.8031, 18.6594], [-27.1657, -0.6947, 16.7845], [-29.0266, 2.5923, 18.8034], [-27.7386, 1.9657, 20.7291], [-27.6011, 0.4250, 14.9656], [-28.8597, 1.1342, 13.0609], [-32.0673, 2.4196, 15.2840], [-30.9394, 1.9694, 17.3285], [-31.7905, 3.2071, 13.0061], [-31.8246, 1.4000, 12.5718], [-30.6005, 2.4740, 12.0260], [-26.9864, -8.9661, 3.1850], [-26.9474, -7.6899, 3.9026], [-27.0993, -6.5631, 3.2215], [-27.2223, -5.3421, 3.8653], [-27.0682, -5.3521, 5.2558], [-26.5359, -6.5111, 5.8956], [-26.5931, -7.6956, 5.1982], [-27.2419, -4.1200, 6.0196], [-27.9416, -3.0474, 5.5571], [-28.3457, -2.0651, 6.4441], [-27.8366, -2.0706, 7.7377], [-26.9389, -2.9763, 8.1398], [-26.6772, -4.0557, 7.2907], [-28.1511, -0.9353, 8.5955], [-27.1748, -9.7680, 3.9074], [-26.0147, -9.2201, 2.7075], [-27.7559, -9.0449, 2.4286], [-27.0690, -6.5259, 2.1580], [-27.4521, -4.4690, 3.3546], [-26.1870, -6.4234, 6.9554], [-26.3412, -8.6070, 5.6577], [-28.2495, -2.9178, 4.5083], [-29.0033, -1.2636, 6.0819], [-26.4810, -2.8456, 9.1053], [-25.9999, -4.7681, 7.7719], [-27.3649, -0.8035, 9.2845], [-29.0839, -1.1074, 9.1287], [-28.1601, -0.0311, 7.9385], [-24.7672, -5.4095, 17.7511], [-25.9549, -5.1955, 16.9395], [-26.9521, -4.6310, 17.5957], [-28.1766, -4.4537, 17.0326], [-28.4294, -5.0620, 15.7868], [-27.3219, -5.5522, 15.1428], [-26.0486, -5.6192, 15.6909], [-29.7775, -5.1125, 15.1294], [-30.6390, -3.9966, 15.0714], [-31.8810, -4.1468, 14.5492], [-32.2453, -5.2681, 13.9589], [-31.5431, -6.3765, 14.0613], [-30.3367, -6.3065, 14.6993], [-33.5369, -5.3009, 13.2749], [-24.5363, -4.5458, 18.3598], [-23.9104, -5.5499, 17.0596], [-24.8463, -6.2931, 18.3966], [-26.8139, -4.2674, 18.5904], [-28.9675, -3.8988, 17.5306], [-27.3690, -6.0694, 14.2022], [-25.1884, -6.0674, 15.2259], [-30.1791, -3.0047, 15.2574], [-32.6412, -3.3851, 14.5266], [-32.0725, -7.2429, 13.6999], [-29.8554, -7.2322, 14.9150], [-33.6198, -6.1706, 12.6863], [-33.6956, -4.3436, 12.7264], [-34.2622, -5.3174, 14.0440], [-27.1683, -13.5769, 12.8994], [-26.0943, -12.6879, 12.4486], [-24.7981, -12.9935, 12.5256], [-23.7913, -12.0410, 12.2734], [-24.1550, -10.7703, 11.8605], [-25.5254, -10.4768, 11.7661], [-26.4923, -11.4467, 12.0297], [-23.2016, -9.6958, 11.6505], [-23.4865, -8.3851, 12.0419], [-22.5249, -7.3675, 11.7963], [-21.3483, -7.6824, 11.2903], [-21.0673, -8.9625, 10.9210], [-21.9519, -9.9779, 11.0854], [-20.3751, -6.5711, 11.1141], [-26.9221, -14.6052, 12.5606], [-28.0987, -13.2172, 12.5528], [-27.0914, -13.6767, 13.9920], [-24.5245, -14.0187, 12.6665], [-22.7362, -12.3834, 12.2909], [-25.8085, -9.3906, 11.5291], [-27.5853, -11.2389, 12.0137], [-24.5018, -8.2342, 12.3209], [-22.6964, -6.3145, 12.0410], [-20.1537, -9.2175, 10.4247], [-21.7082, -10.9303, 10.6465], [-19.7850, -6.6972, 10.2121], [-19.6149, -6.5719, 11.9191], [-20.8675, -5.5858, 11.1945], [-36.0118, -8.8481, 11.5017], [-36.7048, -7.4745, 11.5084], [-37.3494, -6.9213, 12.6672], [-37.4676, -7.3976, 10.2949], [-35.4336, -6.4352, 11.2554], [-34.9330, -9.3338, 12.6187], [-35.4120, -10.6212, 13.0820], [-34.5362, -8.3491, 13.5821], [-33.6033, -9.6747, 11.8231], [-32.8275, -2.2285, 16.8420], [-33.9491, -3.1698, 17.3890], [-33.9800, -3.4295, 18.8037], [-33.9691, -4.4460, 16.5737], [-35.3678, -2.3686, 17.1178], [-31.4115, -2.3762, 17.5892], [-30.4923, -1.6001, 16.8183], [-30.9716, -3.6861, 17.9075], [-31.5901, -1.6703, 19.0812], [-31.6449, -2.2155, 10.0612], [-31.8397, -3.6971, 9.6455], [-31.9204, -3.9723, 8.2175], [-32.9662, -4.3205, 10.2628], [-30.5872, -4.3701, 10.2089], [-31.5724, -1.6533, 11.6034], [-32.8857, -1.2053, 11.9844], [-30.4493, -0.7637, 11.7002], [-31.0960, -2.7815, 12.5214], [-27.1145, -2.5192, 21.7656], [-28.4196, -2.2537, 20.8734], [-28.9070, -0.9224, 21.1204], [-29.2788, -3.3858, 20.6716], [-27.8833, -1.9802, 19.1760], [-26.3230, -3.8850, 21.8283], [-27.1298, -5.0499, 21.6201], [-25.2736, -3.8945, 22.7482], [-25.6052, -3.6319, 20.3704], [-25.8774, -3.6103, 12.7432], [-24.8532, -3.9574, 11.6360], [-25.2545, -4.7732, 10.5989], [-23.6876, -4.2666, 12.4095], [-24.7242, -2.5994, 11.0177], [-27.2079, -2.6456, 12.4329], [-27.8806, -2.4166, 13.6732], [-27.8772, -2.7812, 11.1833], [-26.5228, -1.2128, 12.1584], [-29.0941, -8.5636, 9.8702], [-28.2281, -8.2457, 8.5867], [-28.4945, -7.0079, 7.9183], [-28.2077, -9.4825, 7.8067], [-26.8392, -8.2251, 9.2830], [-29.4587, -7.5131, 10.9890], [-30.6334, -6.7946, 10.6913], [-28.3102, -6.6651, 11.2676], [-29.6473, -8.3756, 12.2064], [-26.8220, -9.9836, 16.5910], [-27.8836, -9.0013, 16.8538], [-27.5570, -7.6287, 16.8976], [-28.7714, -9.4843, 17.8454], [-28.8363, -9.2509, 15.5063], [-25.5962, -9.8477, 15.6281], [-25.0148, -11.0977, 15.2494], [-24.7373, -8.7255, 15.9235], [-26.3650, -9.2928, 14.1912]],
  "forces_ev_per_angstrom": [[-1.16, 1.39, -2.21], [1.01, -0.26, 0.52], [-0.07, 0.99, 0.48], [-0.03, 0.57, -0.33], [-0.52, -0.67, 0.46], [-0.23, -0.14, -1.12], [2.38, -0.54, 0.72], [0.78, 0.62, 0.00], [-0.72, 1.28, 0.80], [-1.68, 0.01, -2.32], [1.42, -2.45, 1.22], [-0.61, 0.96, -2.58], [-0.24, -0.30, 1.59], [-0.17, -0.04, -0.27], [1.12, -0.26, 0.42], [0.48, 0.07, 0.81], [-0.62, -0.81, -0.91], [0.35, -0.05, -0.10], [-0.17, -0.13, -0.29], [-0.12, -0.72, 0.15], [0.32, -0.50, 0.08], [0.28, 0.40, -0.04], [-0.37, 0.18, 0.72], [-1.24, 0.08, -0.99], [-0.69, -0.37, -0.07], [-0.37, 0.04, 0.32], [-0.29, -0.13, 0.18], [0.39, -0.13, -0.84], [-0.31, -0.62, 0.13], [0.75, -0.51, -0.01], [0.12, 0.88, 0.48], [0.46, 0.57, -0.28], [-0.56, 1.14, 1.08], [0.04, -0.38, -0.08], [-0.72, 0.09, 0.52], [1.05, -0.34, 1.82], [-0.22, -0.94, -1.09], [1.11, 0.93, -0.11], [-1.03, -1.37, 0.55], [-1.52, -0.36, 1.22], [1.37, 0.34, -0.09], [0.06, -0.80, 0.01], [-0.72, -1.60, 0.15], [0.27, 0.30, 0.45], [1.00, 0.01, 1.05], [-0.57, 1.05, 0.28], [0.75, -0.21, -1.93], [-0.74, 0.50, 1.42], [0.25, -1.76, 0.20], [0.08, 0.04, -0.27], [0.34, -0.46, 0.55], [0.01, 0.68, 1.20], [-0.25, 0.34, 1.08], [0.99, 0.29, 0.69], [-0.34, 0.08, -0.53], [-0.36, 0.47, 0.36], [-0.02, 0.39, 0.63], [0.02, 0.82, -0.22], [0.84, -0.01, 0.09], [-0.26, -0.34, -0.35], [-0.29, 0.21, 0.01], [0.40, -0.13, 0.08], [0.31, 0.32, 0.53], [-0.26, 0.47, -0.31], [0.03, 0.26, -0.01], [0.09, 0.45, -0.12], [-0.08, 0.54, -0.41], [0.34, -0.12, -0.60], [-0.06, 0.89, -0.71], [-0.39, -0.90, 0.49], [-0.40, -0.07, -0.82], [-0.57, -0.20, -0.25], [-0.09, -0.43, -0.04], [-0.59, -0.51, 0.60], [-0.46, 0.18, 0.13], [0.82, 0.35, -0.04], [-0.37, -0.46, -0.22], [0.33, 1.10, -0.44], [-0.05, 0.00, -0.15], [0.01, 0.13, 0.09], [-0.04, -0.32, -0.71], [0.35, -0.25, 0.19], [-0.53, 0.12, -0.04], [0.15, 0.42, -0.12], [-0.20, -0.13, -0.16], [0.11, -0.61, -0.65], [0.20, -0.35, -0.59], [-0.08, 0.90, -1.19], [0.28, -0.34, 0.17], [-0.42, -0.23, 0.00], [-0.09, 2.00, 0.75], [0.49, 0.60, 1.61], [0.13, -0.44, -0.38], [-1.59, 1.96, -1.61], [0.37, -0.07, 1.31], [-1.78, 0.35, -2.12], [2.32, -2.32, 1.23], [1.32, 0.42, 0.40], [1.32, 0.99, 1.58], [-1.13, 2.22, 0.02], [0.26, -1.22, -0.34], [-1.88, -1.45, -1.32], [-1.35, -0.03, 0.86], [0.63, -0.76, -0.13], [0.00, -0.19, -0.05], [0.49, 0.11, 0.23], [-0.27, -0.61, -1.05], [-0.37, -0.10, -0.07], [0.34, -0.54, -0.13], [0.63, -0.55, 0.82], [-0.86, 0.45, -0.29], [-0.17, -0.60, -0.57], [0.22, -0.58, -0.34], [0.23, 0.93, 0.33], [1.50, 0.71, -0.62], [0.12, -0.40, -0.22], [-0.35, -0.42, 0.22], [0.61, -2.47, 1.68], [-0.40, -0.19, -2.57], [1.92, -0.29, 1.26], [-1.66, 0.73, 0.27], [1.33, -0.21, 0.00], [0.40, -0.98, -0.80], [-1.47, 0.74, 0.13], [-0.45, -0.18, -1.08], [-2.47, 0.27, 0.49], [0.92, -0.06, -0.56], [0.46, -0.98, 2.25], [-0.72, -0.33, -0.34], [0.01, 1.47, 0.34], [1.79, -0.31, -1.12], [-0.04, 0.24, -0.30], [0.65, 1.48, 0.26], [0.07, 0.19, -0.37], [-0.25, -0.19, 0.11], [0.31, -0.06, -0.54], [-0.77, 0.76, 0.17], [0.08, 0.70, 0.97], [0.42, 0.31, -0.13], [-0.01, -0.01, -0.77], [0.52, 0.16, 0.06], [0.53, -0.72, -0.23], [-0.87, 0.32, 0.35], [-0.72, -0.05, 0.18], [0.10, -0.05, 0.10], [0.88, -1.68, -0.11], [0.56, -0.76, -0.58], [-0.24, 1.93, 0.16], [0.22, -2.53, 1.88], [1.51, -0.58, -0.45], [-0.73, 1.00, 0.15], [0.01, 1.65, 0.35], [1.31, -1.10, 1.47], [-1.57, 1.66, -0.48], [1.09, -0.44, 0.56], [-0.45, 0.49, -1.78], [-0.60, -0.62, -1.42], [0.21, 0.75, 1.56], [-0.74, 1.19, -0.97], [-0.04, 0.31, -0.06], [-0.50, 0.55, 0.32], [-0.22, 0.56, -0.02], [-0.37, -0.81, -0.70], [-0.25, 1.27, -1.06], [-0.59, -0.66, -1.37], [0.07, -1.14, 0.27], [-0.05, -0.33, 0.70], [0.39, -0.23, 0.80], [-0.12, -0.08, 0.19], [-0.37, 0.05, -0.62], [0.83, 0.01, 0.93], [-0.11, 0.08, -0.07], [-0.35, -0.69, 0.69], [2.02, -0.54, -0.66], [1.35, -0.22, 1.17], [-1.56, 0.95, 0.17], [-1.36, -0.17, -1.00], [0.16, 0.91, -0.03], [1.07, -1.29, -1.27], [-1.57, 0.37, 0.30], [-1.06, 0.56, 0.54], [2.70, 0.40, -0.14], [-0.46, 0.94, -0.20], [-1.09, -0.04, -0.34], [0.08, -0.02, 0.24], [0.83, -0.98, 0.28], [-0.07, 1.91, 0.14], [-0.26, 0.17, 0.09], [-0.48, -0.08, 0.48], [-0.28, 0.20, -0.31], [0.57, -0.01, 0.40], [0.31, -0.32, 0.21], [-0.50, 0.20, -0.56], [0.03, -0.01, -0.04], [-0.92, -0.79, 0.24], [0.26, 0.38, -0.04], [0.47, -0.42, -0.06], [0.55, -0.55, -0.12], [0.02, -0.68, -0.79], [0.38, -0.97, 0.06], [-1.01, -0.24, 0.85], [1.92, -2.20, 0.85], [-0.61, 1.77, -0.56], [1.03, 0.81, -0.58], [-0.08, -1.26, -0.53], [-1.64, -0.32, 0.70], [-0.74, 1.13, -0.29], [0.56, 0.58, 0.45], [1.11, 0.63, 0.17], [1.25, -0.16, -1.44], [-2.02, -0.74, 1.11], [0.85, 0.02, -0.43], [0.24, 0.24, -0.17], [-0.61, 0.45, -0.02], [1.06, 0.33, 0.76], [-0.50, 0.64, -0.23], [-0.88, 0.16, -0.23], [-0.37, 0.52, -0.25], [-0.12, -0.38, 0.55], [-0.89, 0.33, 0.25], [-0.05, -2.12, 0.15], [1.12, -0.18, -0.02], [-0.29, 0.94, 0.78], [-0.14, -0.31, -0.08], [0.64, 0.63, -0.03], [0.05, -0.25, 0.21], [-0.43, 0.04, -0.33], [-0.58, -0.35, -0.11], [-0.02, -0.71, -0.41], [1.89, -0.58, 0.79], [-0.62, 1.34, -0.60], [0.87, -0.66, -0.14], [0.27, 0.28, -0.18], [-0.64, -0.42, 0.25], [-2.81, -2.07, 1.83], [1.19, 1.68, -0.73], [0.20, 0.11, -0.78], [-0.20, 0.43, -0.64], [0.85, 0.77, 0.93], [-1.92, -5.07, 0.01], [0.15, 0.90, -0.80], [-0.55, 3.66, 1.21], [2.25, -0.76, -0.31], [-0.79, 1.33, 0.77], [0.20, 1.04, 0.54], [-0.44, -0.65, 0.37], [0.19, -0.61, -2.33], [0.78, 0.47, 1.02], [-2.15, 0.05, -2.00], [1.56, 1.27, 1.04], [-0.66, -0.69, 1.77], [0.95, -0.37, 0.06], [-0.38, 1.56, -3.25], [1.10, -0.58, 0.52], [-0.57, 0.49, -0.06], [-0.35, -1.43, 0.39], [-1.66, 1.16, -0.41], [0.65, -0.22, -0.55], [0.33, -1.15, 0.02], [0.46, 1.05, 0.09], [-0.28, -1.04, 2.16], [-1.24, -0.57, -2.48], [0.37, 0.33, 0.09], [0.60, 0.45, 0.86], [0.34, -0.66, 0.21], [-4.10, 1.49, 0.55], [0.20, 0.31, 5.14], [-0.82, -2.64, -3.33], [0.96, -0.49, -1.14], [1.52, 2.73, -2.02], [2.78, -0.04, 0.83], [-0.26, -0.59, -0.44], [-0.48, -0.98, -0.18], [0.23, 0.00, 0.43], [-0.75, -0.60, -0.19], [-2.55, -3.13, 0.71], [0.77, -0.04, 0.29], [0.35, 2.00, 0.39], [1.54, 0.81, -0.40], [4.27, 3.38, -2.83], [-2.19, -0.53, 0.49], [-0.79, -0.94, 0.48], [-0.71, -1.48, 1.31], [4.25, -3.23, -1.51], [-5.20, 0.67, 0.35], [0.51, 0.93, -0.49], [-0.13, -0.09, 0.76], [0.91, 0.91, 0.56], [-0.14, 1.93, -0.77], [-0.60, 0.42, 0.09], [-0.55, -0.98, -0.31], [0.79, -0.70, 1.32]],
  "mulliken_charge": [-1.46, 0.14, -0.79, -1.52, 1.31, -0.51, 0.13, -1.07, -0.22, -1.51, -0.03, -1.64, 0.43, 0.37, 0.32, -0.19, 0.34, 0.48, 0.59, 0.45, 0.61, 0.14, 0.18, 0.92, -0.60, 0.40, 0.53, 0.31, 0.04, 0.56, 0.64, 0.33, 0.21, 0.36, 0.40, 0.46, -1.35, 0.00, -0.36, -0.81, 0.45, -0.89, -0.65, -0.57, -1.34, -1.35, -0.92, -0.43, -0.49, -0.73, -0.77, -0.31, -1.44, 0.14, 0.38, 0.44, 0.16, 0.34, 0.55, -0.14, 0.56, 0.11, 0.67, 0.69, 0.29, 0.26, 0.39, 0.39, 0.33, 0.43, 0.35, 0.48, 1.06, 0.45, 0.33, 0.37, 0.20, 0.31, 0.22, -0.11, 0.54, 0.45, 0.16, 0.54, 0.29, 0.37, 0.32, 0.41, 0.36, -0.94, 0.19, -0.82, -0.24, 1.53, -1.38, -0.35, 1.02, -0.94, -0.57, 0.38, -1.07, 0.14, -0.90, 0.31, 0.38, 0.37, 0.45, 0.41, 0.57, 0.41, 0.56, 0.45, 0.97, -0.09, 0.30, 0.38, 0.33, -1.02, 0.22, -0.47, -0.60, 0.90, -0.64, -0.64, 0.60, -0.42, -0.51, 0.12, -0.48, -0.57, -1.02, 0.48, 0.39, 0.32, 0.48, 0.27, 0.63, 0.46, 0.56, 0.49, 0.48, 0.48, 0.48, 0.30, 0.35, -0.97, 0.11, -0.44, -0.98, 1.08, -0.57, -0.20, 1.41, -0.85, -0.51, 0.28, -0.55, -0.30, -1.26, 0.33, 0.37, 0.39, 0.47, 0.62, -0.02, 0.63, 0.34, 0.46, 0.30, 0.52, 0.34, 0.40, 0.48, -0.89, 0.79, -0.79, 0.08, 0.67, -1.39, -0.48, 0.48, -0.93, -0.80, 1.13, -0.83, -0.59, -1.38, 0.34, 0.27, 0.28, 0.36, -0.07, 0.44, 0.66, 0.50, 1.17, 0.98, 0.60, 0.01, 0.32, 0.59, -0.95, 0.27, -0.61, -0.71, 1.26, -0.37, -0.26, 0.80, -0.67, -0.69, 0.24, -0.56, -0.83, -0.83, 0.35, 0.32, 0.40, 0.50, 0.53, -0.11, 0.41, 0.98, 0.48, 0.41, 0.56, 0.35, 0.36, 0.28, -0.42, 0.94, -0.51, -0.60, -0.10, 1.08, -0.64, -0.51, -0.17, -0.27, 0.84, -0.53, -0.44, -0.34, 0.43, -0.04, -0.09, -0.37, -0.66, 0.73, -0.73, -0.54, 0.09, 1.23, -0.72, -0.46, -0.08, -0.40, 0.67, -0.60, -0.15, 0.04, 0.89, -0.39, -0.58, -0.28, -0.21, 0.58, -0.27, -0.75, -0.24, 0.61, -0.26, 0.02, -0.37, -0.60, 0.98, -0.47, -0.67, -0.07, 0.89, -0.41, -0.19, -0.21, -0.61, 0.92, -0.10, -0.52, -0.31, 1.08, -0.56, -0.54, -0.05],
  "homo_ha": -0.6070,
  "charge": 5,
  "multiplicity": 1,
  "lumo_energy_ev": -9.89,
  "gap_ev": 6.6,
  "max_force_ev_per_a": 6.1,
  "total_energy_ha": -13797.8502
}